1.
The following is a quantum chemistry calculation of the molecule C7H8N4O2S2, from the OMol25 dataset.

Energy above the lowest of the compared OMol25 structures with the same formula, charge and spin   1.3 kcal/mol
Structure (SMILES)   S=c1[nH]nc(CCCc2n[nH]c(=S)o2)o1
Highest occupied orbital energy   -8.44 eV

Each line ends with the Mulliken charge.
Geometry (Å):
S 4.147 1.359 1.281  -0.407
C 2.834 0.823 0.502  0.136
N 1.910 1.543 -0.197  0.097
N 0.968 0.724 -0.735  -0.439
C 1.312 -0.458 -0.373  0.661
C 0.661 -1.748 -0.709  -0.574
C -0.709 -1.596 -1.368  -0.737
C -1.839 -1.319 -0.363  -0.707
C -1.676 0.002 0.280  0.731
N -2.170 1.117 -0.114  -0.709
N -1.686 2.043 0.747  0.225
C -0.877 1.460 1.678  0.164
S -0.033 2.172 2.866  -0.354
O -0.893 0.134 1.385  -0.304
O 2.440 -0.474 0.380  -0.353
H 1.864 2.543 -0.287  0.206
H 1.337 -2.282 -1.383  0.418
H 0.592 -2.340 0.208  0.292
H -0.949 -2.524 -1.888  0.362
H -0.672 -0.787 -2.097  0.424
H -1.846 -2.090 0.408  0.318
H -2.793 -1.321 -0.890  0.345
H -1.919 3.018 0.668  0.205



2.
The following is a quantum chemistry calculation of the molecule C3H7NO2, from the OMol25 dataset.

Energy above the lowest of the compared OMol25 structures with the same formula, charge and spin   115.1 kcal/mol
Highest occupied orbital energy (spin up / spin down)   -7.99 / -7.88 eV

Each line ends with the Mulliken charge.
Geometry (Å):
C -0.168 -0.252 -0.315  1.266
C 0.847 -0.143 0.714  -0.268
C -1.498 0.386 0.064  -1.499
N -0.275 -1.450 -0.903  -0.827
O 0.653 0.958 -1.189  -0.667
O 2.016 -0.708 0.572  -0.358
H 0.068 1.716 -1.328  0.277
H 2.577 -0.579 1.348  0.401
H 0.650 -1.848 -1.063  0.237
H 0.636 0.322 1.678  0.329
H -2.084 0.503 -0.846  0.344
H -1.372 1.364 0.534  0.433
H -2.051 -0.270 0.736  0.331